Record 1
DFT (ωB97M-V/def2-TZVPD) results for C5H12N2O in the gas phase in a non-equilibrium geometry.

Last column: natural (NBO) charge in e.
Cartesian coordinates (Å):
C (-1.597, -1.169, 2.665)  -0.412
N (-0.533, -1.175, 1.678)  -0.605
C (-0.609, -0.488, 0.515)  0.675
O (-1.561, 0.235, 0.275)  -0.643
C (0.556, -0.743, -0.430)  -0.491
C (1.459, 0.507, -0.691)  -0.392
C (1.075, 1.323, -1.895)  -0.219
N (-0.237, 1.991, -1.815)  -0.856
H (-1.296, -1.804, 3.484)  0.202
H (-2.508, -1.581, 2.236)  0.202
H (-1.741, -0.139, 2.978)  0.217
H (0.183, -1.879, 1.723)  0.389
H (1.219, -1.484, 0.022)  0.199
H (0.203, -1.152, -1.368)  0.229
H (1.493, 1.044, 0.251)  0.207
H (2.476, 0.146, -0.794)  0.210
H (1.195, 0.655, -2.742)  0.159
H (1.755, 2.160, -2.084)  0.190
H (-0.914, 1.481, -1.258)  0.387
H (-0.619, 2.071, -2.748)  0.350

Largest force on an atom: 1.09 eV Å⁻¹
Relative energy (zero: lowest compared OMol25 entry of this formula, charge and spin): 80.8 kJ/mol
Frontier orbital gap: 9.5 eV
Structure (SMILES): CNC(=O)CCCN

=====

Record 2
DFT (ωB97M-V/def2-TZVPD) results for 3 unconnected molecules or ions with the total composition C5H12N2O in a non-equilibrium geometry.

Last column: natural (NBO) charge in e.
Cartesian coordinates (Å):
C (-1.609, -0.341, 0.788)  -0.599
C (-1.186, 0.731, -0.018)  0.167
N (-1.065, 0.594, -1.369)  -0.770
H (-1.998, -0.070, 1.760)  0.220
H (-2.277, -1.029, 0.279)  0.229
H (-1.249, 1.745, 0.350)  0.213
H (-0.442, 1.235, -1.832)  0.393
H (-0.946, -0.356, -1.703)  0.415
C (-0.015, -1.637, 1.080)  -0.129
N (0.801, -1.687, 0.022)  -0.295
O (0.102, -2.170, -1.121)  -0.655
H (-0.628, -2.517, 1.302)  0.184
H (0.502, -1.248, 1.949)  0.199
H (0.240, -3.129, -1.177)  0.463
C (1.366, 1.205, 0.380)  -0.432
C (1.791, 2.126, -0.481)  -0.414
H (1.235, 0.111, 0.069)  0.254
H (1.463, 1.381, 1.446)  0.187
H (1.818, 1.939, -1.548)  0.178
H (2.097, 3.118, -0.178)  0.190

Largest force on an atom: 2.32 eV Å⁻¹
Relative energy (zero: lowest compared OMol25 entry of this formula, charge and spin): 640.6 kJ/mol
Frontier orbital gap: 7.9 eV
Structure (SMILES): C=CN.C=NO.C=C

=====

Record 3
DFT (ωB97M-V/def2-TZVPD) results for 2 unconnected molecules or ions with the total composition C5H12N2O in a non-equilibrium geometry.

Last column: natural (NBO) charge in e.
Cartesian coordinates (Å):
C (0.898, -0.185, -1.087)  -0.613
C (0.200, 0.761, -0.093)  -0.428
C (-1.220, 0.211, 0.061)  0.115
N (-1.996, 0.031, -1.145)  -0.831
C (-1.773, 0.091, 1.268)  -0.086
N (-3.005, -0.623, 1.448)  -0.843
H (1.846, 0.227, -1.440)  0.199
H (1.016, -1.183, -0.650)  0.211
H (0.309, -0.263, -1.994)  0.218
H (0.185, 1.782, -0.459)  0.201
H (0.669, 0.800, 0.902)  0.207
H (-2.921, 0.366, -0.857)  0.364
H (-1.783, 0.801, -1.780)  0.359
H (-1.121, 0.131, 2.130)  0.193
H (-3.306, -1.193, 0.672)  0.368
H (-2.897, -1.264, 2.224)  0.367
C (3.702, -0.173, 0.222)  0.265
O (4.751, 0.225, 0.654)  -0.494
H (3.680, -0.767, -0.714)  0.113
H (2.766, 0.225, 0.637)  0.115

Largest force on an atom: 2.61 eV Å⁻¹
Relative energy (zero: lowest compared OMol25 entry of this formula, charge and spin): 291.2 kJ/mol
Frontier orbital gap: 8.6 eV
Structure (SMILES): CC/C(N)=C/N.C=O

=====

Record 4
DFT (ωB97M-V/def2-TZVPD) results for 2 unconnected molecules or ions with the total composition C5H12N2O in a non-equilibrium geometry.

Last column: natural (NBO) charge in e.
Cartesian coordinates (Å):
H (-0.450, -1.582, 1.705)  0.360
N (0.022, -2.021, 0.918)  -0.676
C (0.193, -1.284, -0.088)  0.534
C (0.885, -1.740, -1.333)  -0.681
O (0.776, 0.360, 0.104)  -0.655
C (1.532, 0.673, 1.245)  -0.264
H (0.775, -1.015, -2.135)  0.235
H (0.492, -2.709, -1.646)  0.235
H (1.949, -1.859, -1.123)  0.252
H (2.455, 1.176, 0.940)  0.183
H (0.948, 1.344, 1.891)  0.177
H (1.815, -0.233, 1.798)  0.176
H (-1.480, 0.365, 1.981)  0.346
N (-1.670, 1.040, 1.244)  -0.704
C (-1.265, 0.763, 0.086)  0.364
C (-1.441, 1.623, -1.122)  -0.679
H (-1.073, -0.449, -0.239)  0.099
H (-1.146, 2.644, -0.871)  0.237
H (-2.494, 1.633, -1.411)  0.237
H (-0.824, 1.270, -1.944)  0.224

Largest force on an atom: 3.77 eV Å⁻¹
Relative energy (zero: lowest compared OMol25 entry of this formula, charge and spin): 526.2 kJ/mol
Frontier orbital gap (alpha / beta): 9.0 / 9.0 eV
Structure (SMILES): [H]/N=C(/C)OC.[H]/N=C/C

=====

Record 5
DFT (ωB97M-V/def2-TZVPD) results for C5H12N2O in the gas phase in a non-equilibrium geometry.

Last column: natural (NBO) charge in e.
Cartesian coordinates (Å):
C (2.139, 0.624, 0.513)  -0.647
C (1.358, -0.592, 0.094)  0.068
C (0.264, -1.066, 0.914)  -0.626
C (-0.911, -0.920, -0.570)  0.635
O (-1.206, -1.995, -1.074)  -0.716
C (-1.993, 0.086, -0.191)  -0.315
N (-1.429, 1.337, 0.308)  -0.867
N (0.382, -0.087, -1.336)  -0.759
H (2.764, 1.005, -0.297)  0.212
H (2.781, 0.353, 1.354)  0.228
H (1.474, 1.419, 0.846)  0.224
H (1.962, -1.373, -0.368)  0.210
H (0.254, -2.125, 1.136)  0.230
H (-0.033, -0.409, 1.727)  0.195
H (-2.551, 0.272, -1.117)  0.198
H (-2.668, -0.415, 0.509)  0.204
H (-1.490, 1.408, 1.317)  0.365
H (-1.904, 2.141, -0.088)  0.366
H (0.341, 0.923, -1.461)  0.396
H (0.466, -0.587, -2.217)  0.399

Largest force on an atom: 2.64 eV Å⁻¹
Relative energy (zero: lowest compared OMol25 entry of this formula, charge and spin): 346.2 kJ/mol
Frontier orbital gap: 8.4 eV
Structure (SMILES): C[C@H]1C[C@@]([O-])(CN)[NH2+]1

=====

Record 6
DFT (ωB97M-V/def2-TZVPD) results for C5H12N2O in the gas phase in a non-equilibrium geometry.

Last column: natural (NBO) charge in e.
Cartesian coordinates (Å):
H (2.627, -2.025, -0.017)  0.330
N (2.167, -1.193, 0.350)  -0.623
C (0.972, -1.032, -0.031)  0.341
C (0.223, -1.978, -0.927)  -0.705
C (0.200, 0.098, 0.663)  -0.128
C (-1.223, -0.312, 1.046)  -0.644
N (0.332, 1.261, -0.207)  -0.149
C (-0.338, 2.465, 0.228)  -0.428
O (-0.194, 0.869, -1.528)  -0.630
H (-0.441, -1.435, -1.594)  0.245
H (0.918, -2.570, -1.521)  0.217
H (-0.383, -2.655, -0.326)  0.227
H (0.774, 0.362, 1.555)  0.226
H (-1.675, 0.432, 1.698)  0.216
H (-1.200, -1.256, 1.585)  0.218
H (-1.838, -0.418, 0.155)  0.219
H (0.091, 2.750, 1.187)  0.209
H (-0.127, 3.249, -0.499)  0.209
H (-1.424, 2.366, 0.321)  0.175
H (0.541, 1.021, -2.138)  0.475

Largest force on an atom: 1.16 eV Å⁻¹
Relative energy (zero: lowest compared OMol25 entry of this formula, charge and spin): 306.6 kJ/mol
Frontier orbital gap: 9.8 eV
Structure (SMILES): [H]/N=C(\C)[C@H](C)N(C)O

=====

Record 7
DFT (ωB97M-V/def2-TZVPD) results for C5H12N2O in the gas phase in a non-equilibrium geometry.

Last column: natural (NBO) charge in e.
Cartesian coordinates (Å):
C (2.832, -0.543, 0.115)  -0.515
C (1.750, 0.164, -0.199)  0.005
N (0.395, -0.060, 0.259)  -0.459
C (0.180, -1.177, 1.150)  -0.428
C (-0.707, 0.231, -0.630)  0.105
N (-0.464, 1.145, -1.699)  -0.831
C (-1.901, 0.849, 0.270)  -0.070
O (-2.764, -0.096, 0.840)  -0.716
H (2.802, -1.432, 0.720)  0.197
H (3.806, -0.226, -0.216)  0.207
H (1.861, 1.046, -0.818)  0.190
H (0.330, -2.142, 0.649)  0.174
H (-0.828, -1.132, 1.553)  0.232
H (0.883, -1.106, 1.979)  0.208
H (-1.087, -0.707, -1.075)  0.153
H (0.183, 0.770, -2.381)  0.370
H (-0.129, 2.037, -1.356)  0.360
H (-1.461, 1.411, 1.094)  0.184
H (-2.452, 1.529, -0.391)  0.168
H (-3.229, -0.561, 0.135)  0.467

Largest force on an atom: 2.74 eV Å⁻¹
Relative energy (zero: lowest compared OMol25 entry of this formula, charge and spin): 234.9 kJ/mol
Frontier orbital gap: 8.9 eV
Structure (SMILES): C=CN(C)[C@H](N)CO

=====

Record 8
DFT (ωB97M-V/def2-TZVPD) results for C5H12N2O in the gas phase in a non-equilibrium geometry.

Last column: natural (NBO) charge in e.
Cartesian coordinates (Å):
C (2.245, -1.216, -0.873)  -0.702
C (1.426, -0.367, 0.082)  0.689
O (2.042, 0.388, 0.842)  -0.532
N (0.066, -0.036, -0.537)  -0.397
N (0.007, 0.903, -1.576)  -0.720
C (-0.685, 0.085, 0.675)  0.006
C (-1.912, -0.800, 0.697)  -0.616
C (-0.894, 1.494, 1.174)  -0.648
H (2.064, -0.983, -1.923)  0.228
H (3.310, -1.003, -0.751)  0.235
H (2.076, -2.277, -0.690)  0.233
H (-0.774, 1.359, -2.038)  0.392
H (0.382, 0.373, -2.381)  0.349
H (0.210, -0.494, 1.349)  0.194
H (-2.699, -0.349, 0.083)  0.201
H (-1.697, -1.799, 0.314)  0.217
H (-2.307, -0.889, 1.713)  0.209
H (0.047, 2.042, 1.274)  0.241
H (-1.432, 1.507, 2.125)  0.215
H (-1.476, 2.063, 0.442)  0.206

Largest force on an atom: 6.83 eV Å⁻¹
Relative energy (zero: lowest compared OMol25 entry of this formula, charge and spin): 463.6 kJ/mol
Frontier orbital gap: 8.2 eV
Structure (SMILES): CC(=O)N(N)C(C)C

=====

Record 9
DFT (ωB97M-V/def2-TZVPD) results for C5H12N2O in the gas phase in a non-equilibrium geometry.

Last column: natural (NBO) charge in e.
Cartesian coordinates (Å):
C (-0.700, -1.966, 0.595)  -0.741
C (-0.236, -0.683, 1.238)  0.606
O (-0.824, -0.233, 2.225)  -0.551
C (0.954, 0.081, 0.638)  -0.151
N (2.071, -0.837, 0.329)  -0.834
C (0.655, 0.982, -0.568)  -0.408
C (-0.754, 1.571, -0.637)  -0.222
N (-1.663, 0.640, -1.297)  -0.842
H (0.145, -2.606, 0.337)  0.234
H (-1.318, -2.514, 1.314)  0.230
H (-1.297, -1.761, -0.293)  0.265
H (1.313, 0.730, 1.449)  0.189
H (2.859, -0.302, -0.033)  0.360
H (2.396, -1.271, 1.194)  0.358
H (0.885, 0.466, -1.510)  0.210
H (1.364, 1.822, -0.527)  0.212
H (-0.734, 2.498, -1.221)  0.168
H (-1.130, 1.826, 0.359)  0.207
H (-2.602, 1.036, -1.320)  0.360
H (-1.383, 0.521, -2.271)  0.351

Largest force on an atom: 1.93 eV Å⁻¹
Relative energy (zero: lowest compared OMol25 entry of this formula, charge and spin): 133.9 kJ/mol
Frontier orbital gap: 10.3 eV
Structure (SMILES): CC(=O)[C@@H](N)CCN

=====

Record 10
DFT (ωB97M-V/def2-TZVPD) results for C5H12N2O in the gas phase in a non-equilibrium geometry.

Last column: natural (NBO) charge in e.
Cartesian coordinates (Å):
C (-0.154, -1.989, 1.870)  -0.615
C (-0.638, -0.628, 1.482)  -0.402
C (0.404, -0.049, 0.361)  0.012
C (0.830, 1.344, 0.882)  -0.646
N (-0.382, 0.136, -1.015)  -0.682
C (-0.053, 1.090, -2.005)  0.778
N (-0.362, 0.685, -3.294)  -0.861
O (0.748, 2.032, -1.965)  -0.663
H (-0.689, -2.714, 1.129)  0.207
H (0.967, -2.058, 1.988)  0.209
H (-0.507, -2.233, 2.813)  0.210
H (-0.684, 0.140, 2.251)  0.207
H (-1.670, -0.706, 1.091)  0.202
H (1.115, -0.755, 0.117)  0.193
H (0.134, 2.169, 0.975)  0.230
H (1.592, 1.783, 0.257)  0.244
H (1.218, 1.318, 1.865)  0.204
H (-1.129, -0.508, -1.224)  0.385
H (0.007, 1.230, -4.042)  0.405
H (-0.747, -0.289, -3.536)  0.382

Largest force on an atom: 6.52 eV Å⁻¹
Relative energy (zero: lowest compared OMol25 entry of this formula, charge and spin): 184.1 kJ/mol
Frontier orbital gap: 10.2 eV
Structure (SMILES): CC[C@H](C)NC(N)=O

=====

The lowest relative energy (zero: lowest compared OMol25 entry of this formula, charge and spin) belongs to which entry? number 1